# C28H20ClIN3O5Tm

C28H20ClIN3O5Tm as an isolated structure at a distorted geometry (the ωB97M-V functional and the def2-TZVPD basis, the OMol25 dataset).

The multiplicity is 3. The expectation value of S² is 2.002. The calculation puts the energy above the lowest of the compared OMol25 structures with the same formula, charge and spin at 0.0 kcal/mol. For the orbital gap (alpha / beta), the calculation gives 7.00 / 7.00 eV.

Geometry as XYZ:
```
59
Properties=species:S:1:pos:R:3:forces:R:3:lowdin_charge:R:1
Tm -0.746044 -0.658576 0.217683 -0.009 -0.076 1.287 1.459
C -0.623774 -3.285399 2.440602 0.083 0.028 -0.024 -0.034
O 0.204741 -2.320945 1.780579 0.063 0.088 -0.069 -0.190
C 1.478343 -2.696517 1.434651 -0.064 -0.066 -0.014 -0.217
C 2.021285 -3.940840 1.707276 -0.023 -0.079 0.123 -0.009
C 3.333912 -4.212560 1.342134 -0.025 0.015 0.002 -0.075
C 4.093537 -3.251298 0.695494 -0.007 0.032 -0.016 -0.080
C 3.535465 -2.015773 0.403612 0.146 -0.045 -0.081 -0.009
C 2.229682 -1.729548 0.764634 -0.013 0.319 0.001 -0.162
N 1.565075 -0.498177 0.449704 0.293 -0.283 -0.009 -0.032
N 2.345112 0.407272 0.053428 0.377 0.473 -0.099 0.105
C 1.923204 1.631946 -0.368071 0.336 0.032 -0.075 -0.121
C 0.584841 2.096596 -0.365261 0.035 -0.004 0.082 -0.310
O -0.393318 1.402338 0.086462 0.284 0.866 -0.227 -0.143
C 0.311981 3.408335 -0.876477 -0.088 -0.007 0.082 0.008
C 1.298468 4.197943 -1.341990 0.142 0.115 -0.061 -0.008
C 2.671391 3.785385 -1.335193 -0.139 0.115 -0.027 -0.174
C 3.682990 4.645315 -1.804557 -0.030 0.012 0.007 -0.042
C 4.996922 4.259785 -1.778159 0.027 -0.082 0.030 -0.089
C 5.325214 2.990140 -1.274189 -0.002 0.038 -0.024 -0.079
C 4.351011 2.135530 -0.818478 -0.035 -0.008 0.016 -0.027
C 2.992228 2.511394 -0.838917 -0.055 -0.214 0.071 -0.093
H -0.812346 -4.127167 1.775014 -0.025 -0.025 -0.008 0.106
H -1.543927 -2.765333 2.677518 -0.038 0.040 -0.009 0.080
H -0.136596 -3.615817 3.356647 -0.010 -0.018 0.038 0.105
H 1.437306 -4.695484 2.214107 0.019 0.015 -0.025 0.109
H 3.754295 -5.184315 1.566486 -0.005 0.016 -0.011 0.106
H 5.114324 -3.464299 0.405668 -0.028 0.008 0.005 0.104
H 4.098953 -1.259552 -0.124030 -0.002 -0.011 0.009 0.102
H -0.722341 3.727985 -0.863788 0.018 -0.013 -0.005 0.121
H 1.062429 5.184451 -1.727505 0.022 -0.019 0.003 0.118
H 3.402879 5.622916 -2.182855 -0.001 -0.046 0.016 0.111
H 5.772395 4.925019 -2.136103 -0.010 -0.031 0.013 0.100
H 6.362570 2.679388 -1.241628 -0.022 0.006 -0.002 0.102
H 4.618666 1.164457 -0.427258 0.000 0.026 -0.014 0.094
Cl -7.214172 2.081753 1.729676 0.070 -0.028 -0.011 0.683
C -5.654180 1.306321 1.784452 -0.099 0.056 -0.073 -0.610
C -5.110778 0.976336 2.985404 0.111 -0.070 0.167 -0.172
C -3.851907 0.344318 3.059011 -0.066 0.025 0.035 -0.638
I -3.076015 -0.159586 4.921372 0.011 -0.002 -0.025 0.923
C -3.113958 0.035068 1.932015 0.104 -0.139 0.135 -0.417
O -1.944697 -0.556536 1.952512 -1.084 0.294 0.562 -0.252
C -3.709349 0.388199 0.669854 0.040 -0.043 -0.280 -0.127
N -2.990250 0.074165 -0.452414 -0.031 0.076 0.433 0.044
C -3.467433 0.376758 -1.631686 0.010 -0.039 -0.096 -0.098
C -4.710198 1.006248 -1.809264 -0.007 -0.004 -0.071 -0.034
C -5.451258 1.322725 -0.709122 -0.044 0.023 0.072 -0.011
C -4.963742 1.019909 0.582921 -0.112 0.050 -0.144 -0.166
H -5.655204 1.199041 3.893301 0.043 -0.017 0.002 0.093
H -2.847387 0.116744 -2.482844 0.005 0.014 -0.005 0.120
H -5.060365 1.230138 -2.807611 0.007 -0.002 0.025 0.109
H -6.413467 1.806953 -0.810024 0.015 -0.006 0.018 0.093
C -0.565699 -3.239566 -2.881952 0.015 -0.086 -0.097 0.021
C -0.727655 -2.254882 -1.769207 -0.020 0.001 -0.126 -0.669
O -0.311143 -1.058585 -1.917871 -0.201 -0.590 -0.723 -0.103
O -1.247222 -2.620483 -0.666016 0.029 -0.723 -0.782 -0.097
H -0.631401 -2.736517 -3.843854 0.005 -0.008 0.005 0.088
H -1.303760 -4.032935 -2.797666 0.007 -0.004 -0.006 0.088
H 0.430372 -3.680178 -2.798226 -0.017 0.004 -0.002 0.096
```
Positions in Å, forces in eV/Å.


# C48H79Cl28NOS2

C48H79Cl28NOS2 as an isolated structure at a distorted geometry (the ωB97M-V functional and the def2-TZVPD basis, the OMol25 dataset).

For the orbital gap, the calculation gives 7.09 eV.

Geometry as XYZ:
```
159
Properties=species:S:1:pos:R:3:forces:R:3:lowdin_charge:R:1
C 0.545150 -0.688474 -5.620989 1.176 0.160 1.352 -0.124
C 1.695807 0.318923 -6.144635 -0.582 -0.001 -0.286 -0.254
C 1.929248 1.618499 -5.229015 0.599 0.361 -0.069 -0.228
C 3.109970 1.405601 -4.120648 -1.160 -0.865 -0.178 -0.332
C 3.440445 2.777740 -3.359218 0.760 -0.002 -0.076 -0.078
C 2.559521 0.241152 -3.141508 -0.735 -1.729 2.123 -0.132
C 3.175893 -1.177413 -3.133228 -3.374 0.602 1.925 -0.065
C 2.588961 -2.286332 -2.209875 -2.444 3.312 -1.382 -0.232
C 1.360405 -2.022251 -1.255548 2.639 3.058 -2.928 -0.198
C 0.812732 -0.583596 -1.263225 2.021 -0.916 -1.452 -0.371
C 1.384526 0.556981 -2.184044 2.055 -3.739 -0.376 -0.085
S -0.582100 -0.117437 -0.160215 0.766 -1.249 0.050 0.877
C -0.775453 -1.583323 0.928975 0.080 -2.338 1.255 -0.404
C -1.727481 -1.445240 2.152581 1.486 -2.676 0.323 -0.544
S -2.604788 0.151847 2.551507 1.400 -0.628 -0.359 0.633
C -2.003263 -2.630859 3.115154 2.741 -0.953 -3.288 -0.105
C -1.286880 -3.969786 2.810256 0.726 2.772 -2.412 -0.058
C -0.297091 -4.088809 1.602290 -1.977 2.629 1.085 0.015
C -0.016063 -2.890209 0.619810 -2.692 -0.968 4.045 -0.164
N 0.897305 -3.182933 -0.485793 -1.691 2.150 -1.005 -0.090
C 0.338929 -4.175871 -1.451916 1.610 -2.589 -0.322 -0.079
C 1.443532 -5.499400 -1.520361 -2.402 -0.508 3.118 -0.126
C 0.692691 -7.019576 -1.493218 2.079 0.355 -0.968 -0.075
O 1.527829 -6.338674 -0.275197 1.562 2.941 -4.778 -0.203
H -0.323545 -0.829508 -6.343739 1.243 0.142 0.966 0.068
H 0.184403 -0.271675 -4.606139 0.247 -0.904 -1.784 0.019
H 1.080796 -1.676573 -5.351360 -1.247 1.302 -0.625 0.069
H 1.403599 0.638179 -7.213618 0.648 -0.387 1.748 0.051
H 2.688624 -0.251162 -6.223703 -1.384 0.822 0.028 0.085
H 0.978627 1.968038 -4.663440 2.048 -0.708 -1.462 0.005
H 2.261757 2.467076 -5.938566 -0.473 -1.186 1.226 0.069
H 4.044139 1.034079 -4.699550 -1.731 0.534 1.474 0.042
H 3.158379 3.687906 -4.004121 0.242 -1.413 0.966 0.083
H 2.954947 2.863965 -2.318931 0.649 -0.175 -1.713 0.079
H 4.585124 2.839701 -3.219347 -1.783 -0.080 -0.050 0.072
H 4.048937 -1.412337 -3.822956 -1.303 0.308 1.120 0.103
H 3.085111 -3.305517 -2.254961 -1.287 1.488 -0.151 0.038
H 0.959341 1.611700 -2.213325 0.603 -1.808 0.498 0.041
H -1.557583 1.049721 2.834937 -0.734 -1.264 -0.394 -0.106
H -2.700060 -2.606446 4.015144 1.180 0.491 -1.608 -0.011
H -1.477261 -4.892363 3.472436 0.391 1.701 -1.202 0.090
H 0.178989 -5.117516 1.460793 -0.542 1.818 -0.082 0.087
H 0.324023 -3.769433 -2.524069 -0.216 -0.492 1.660 0.132
H -0.650329 -4.619031 -1.106582 1.394 0.632 -0.481 0.131
H 2.413199 -5.371735 -2.218225 -2.218 -0.630 1.840 0.157
H 1.051304 -7.966138 -0.983878 -1.930 0.242 -0.498 0.095
H 1.342496 -7.258951 -2.447831 0.525 -0.046 1.468 0.065
Cl -4.310583 -3.849997 5.293868 -0.138 -0.151 0.097 0.593
C -4.533822 -3.226212 6.947490 -0.099 0.082 0.302 -0.640
C -4.844457 -1.743148 6.961467 -0.138 -0.085 0.135 -0.680
Cl -3.449519 -0.761216 6.451996 0.000 -0.035 -0.069 0.546
H -3.633340 -3.453793 7.520200 -0.050 0.084 -0.157 0.072
H -5.365333 -3.782663 7.385669 0.036 0.109 -0.083 0.072
H -5.100254 -1.427393 7.975189 0.052 -0.064 -0.076 0.058
H -5.684691 -1.502432 6.307927 0.166 -0.053 0.014 0.057
Cl -7.080315 1.020153 7.611319 0.002 -0.112 0.035 0.555
C -6.622852 2.671956 8.096449 0.200 0.334 0.039 -0.717
C -5.138127 2.929276 7.927000 -0.055 0.156 -0.291 -0.665
Cl -4.157438 1.993106 9.082543 -0.008 -0.096 0.069 0.552
H -6.942042 2.821761 9.129306 0.081 -0.129 -0.096 0.023
H -7.191589 3.355361 7.462776 0.153 -0.086 0.009 0.042
H -4.921458 3.983211 8.110495 -0.096 -0.302 0.021 0.004
H -4.799924 2.682780 6.918673 -0.054 -0.142 0.158 0.072
Cl 5.053801 1.353451 -6.763191 0.294 0.068 -0.327 0.623
C 6.019117 2.720255 -7.372974 0.169 0.148 -0.191 -0.637
C 7.431595 2.713572 -6.823641 0.011 0.000 -0.235 -0.661
Cl 7.475172 3.067148 -5.078352 -0.020 -0.038 0.039 0.540
H 5.494569 3.643899 -7.122591 0.050 -0.151 0.075 0.073
H 6.044815 2.628119 -8.461168 0.053 -0.023 0.114 0.074
H 8.024550 3.486062 -7.317719 -0.130 -0.032 0.038 0.072
H 7.921017 1.751846 -6.986655 -0.141 0.083 0.086 0.068
Cl 4.445656 -2.249290 -0.785410 1.815 0.129 1.728 0.766
C 5.516877 -2.675718 0.578506 0.329 -0.090 0.236 -0.595
C 4.784510 -3.447982 1.657570 0.257 -0.037 -0.099 -0.673
Cl 3.588971 -2.439290 2.511950 -0.119 0.042 -0.005 0.544
H 5.953522 -1.754449 0.968924 -0.131 -0.087 0.009 0.068
H 6.324130 -3.287773 0.168766 -0.096 -0.020 0.105 0.074
H 5.494866 -3.800826 2.408947 -0.229 0.248 -0.357 -0.038
H 4.263718 -4.315720 1.247090 -0.023 0.161 -0.004 0.072
Cl -10.004127 3.029972 8.051843 -0.082 0.083 -0.015 0.581
C -10.796218 1.798064 9.064326 -0.195 -0.213 0.153 -0.638
C -10.643725 2.090313 10.543683 -0.198 -0.025 -0.054 -0.649
Cl -8.960896 1.901354 11.095855 0.037 0.079 -0.020 0.562
H -10.379462 0.824340 8.801437 0.091 0.178 0.046 0.068
H -11.854507 1.799376 8.794181 0.103 0.069 0.076 0.074
H -11.247622 1.389386 11.123630 0.067 0.017 -0.121 0.074
H -10.968463 3.103266 10.788201 0.103 -0.100 -0.086 0.068
Cl 1.620511 3.633353 -11.790695 0.199 -0.046 0.018 0.515
C 0.752031 2.429577 -10.806608 -0.195 -0.098 0.124 -0.648
C 0.854583 2.720022 -9.322874 -0.219 0.018 -0.087 -0.661
Cl 2.506661 2.479603 -8.702961 0.084 0.169 -0.218 0.588
H 1.148163 1.442618 -11.051247 0.058 0.160 0.062 0.073
H -0.294661 2.463095 -11.118383 0.077 0.075 0.093 0.059
H 0.206337 2.039291 -8.766310 0.077 -0.008 -0.088 0.038
H 0.552151 3.742536 -9.092538 0.106 -0.125 -0.103 0.017
Cl -7.180596 5.578910 12.166714 0.037 -0.001 -0.026 0.541
C -8.075977 6.478452 10.917638 -0.124 0.092 -0.107 -0.658
C -7.974326 5.821074 9.555952 -0.308 0.019 0.105 -0.649
Cl -6.328032 5.923992 8.881234 -0.057 0.227 0.083 0.613
H -7.697152 7.501614 10.899175 0.042 -0.166 -0.021 0.069
H -9.120265 6.507656 11.236551 0.089 -0.071 -0.098 0.073
H -8.637162 6.326002 8.850029 0.078 0.009 0.098 0.077
H -8.258756 4.767953 9.596069 0.101 0.116 0.066 0.013
Cl 5.802617 -7.152239 6.367179 0.023 -0.069 -0.043 0.542
C 6.124708 -5.399855 6.358344 -0.016 0.176 -0.013 -0.707
C 5.705859 -4.746196 5.057188 -0.230 0.202 0.282 -0.649
Cl 6.734457 -5.248759 3.690742 0.338 -0.346 0.202 0.581
H 7.186321 -5.249380 6.559380 -0.133 -0.064 -0.086 0.056
H 5.557652 -4.970641 7.186319 0.015 -0.039 -0.173 0.046
H 5.799596 -3.661237 5.141184 0.054 -0.108 0.046 0.031
H 4.669895 -4.979931 4.804958 0.163 -0.075 0.004 0.077
Cl -1.824510 6.559988 -12.339494 -0.015 -0.044 0.029 0.547
C -0.879345 7.916941 -11.677579 0.130 0.228 0.024 -0.658
C 0.500792 7.485252 -11.223432 0.048 0.116 -0.176 -0.654
Cl 0.437489 6.433002 -9.788858 -0.052 0.085 0.058 0.557
H -1.450227 8.361399 -10.860804 0.075 -0.158 -0.053 0.068
H -0.790884 8.658802 -12.474379 0.066 -0.110 0.065 0.072
H 1.090597 8.361627 -10.946727 -0.134 -0.046 -0.001 0.073
H 1.034107 6.950690 -12.011825 -0.148 -0.045 0.113 0.063
Cl 6.765368 -2.425712 7.717785 -0.017 0.064 0.031 0.594
C 8.225816 -1.615472 7.099150 0.267 0.161 -0.037 -0.643
C 7.890935 -0.412873 6.239930 0.121 0.074 0.144 -0.658
Cl 7.127132 -0.880484 4.700077 -0.064 -0.046 0.004 0.548
H 8.814666 -2.351062 6.548625 -0.159 0.078 -0.006 0.072
H 8.804547 -1.299148 7.969741 -0.111 0.032 -0.088 0.073
H 8.805326 0.128349 5.988213 -0.046 -0.131 0.036 0.073
H 7.219015 0.274793 6.756332 0.012 -0.172 -0.069 0.071
Cl -0.368052 -11.846146 1.045867 0.006 -0.041 0.023 0.534
C 0.096570 -10.193470 1.520863 0.019 0.270 -0.024 -0.667
C 1.581022 -9.942815 1.344803 -0.110 0.194 -0.083 -0.683
Cl 2.562236 -10.876990 2.500800 0.011 -0.035 -0.023 0.543
H -0.217300 -10.036508 2.553974 0.117 -0.102 -0.103 0.070
H -0.471427 -9.510491 0.884834 0.121 -0.054 0.014 0.067
H 1.802339 -8.887816 1.521889 -0.092 -0.079 0.030 0.066
H 1.915012 -10.195715 0.336692 -0.075 -0.092 0.141 0.066
Cl -0.924877 3.313423 -14.011578 -0.015 0.014 -0.114 0.532
C -1.750613 4.228907 -15.296434 -0.202 0.061 -0.117 -0.675
C -1.616930 3.562546 -16.651306 -0.233 0.026 0.043 -0.667
Cl 0.053691 3.619335 -17.266256 0.026 -0.025 0.013 0.536
H -1.344924 5.241865 -15.304824 0.047 -0.169 0.008 0.058
H -2.804641 4.286929 -15.015438 0.089 -0.055 -0.088 0.072
H -2.240602 4.081580 -17.382177 0.070 0.019 0.116 0.071
H -1.929825 2.517595 -16.617168 0.124 0.121 0.065 0.068
Cl -0.926469 1.881839 -3.694897 -1.102 0.269 0.228 0.700
C -2.431623 2.706165 -4.172909 -0.275 0.089 0.027 -0.606
C -2.869012 2.329243 -5.573914 -0.213 -0.086 0.178 -0.645
Cl -1.764643 2.968985 -6.816551 0.084 -0.019 -0.014 0.573
H -2.274951 3.781777 -4.076304 0.057 -0.141 -0.090 0.073
H -3.197649 2.407978 -3.453475 0.050 -0.032 -0.128 0.077
H -3.855154 2.750520 -5.779979 0.120 0.023 0.063 0.073
H -2.928121 1.246527 -5.698225 0.127 0.136 0.035 0.072
Cl 1.511836 0.468917 11.947034 0.053 0.010 0.002 0.529
C -0.010255 1.282045 11.505042 -0.254 0.066 -0.033 -0.668
C -0.469270 0.918559 10.107036 -0.202 -0.037 0.134 -0.670
Cl 0.604151 1.585832 8.852376 0.025 -0.020 0.000 0.534
H 0.136474 2.357897 11.612407 0.061 -0.146 -0.093 0.069
H -0.760071 0.966242 12.233801 0.055 -0.024 -0.130 0.071
H -1.463856 1.331908 9.924441 0.133 0.020 0.057 0.025
H -0.519464 -0.162928 9.969297 0.114 0.139 0.030 0.071
```
Positions in Å, forces in eV/Å.